Record 1
Density functional theory data (wB97M-V/def2-TZVPD) for the molecule C6H12.

Energy = -6415.897 eV
LUMO energy = 0.04758 hartree
Relative energy (zero: lowest compared OMol25 entry of this formula, charge and spin) = 100.7 kJ/mol
HOMO = -10.1 eV
Gap between HOMO and LUMO = 11.41 eV
SMILES string = CCCC1CC1

Last column: Löwdin charge in e.
Element x y z (Å)
C: 1.683 0.901 0.997  -0.12
C: 0.431 1.597 0.467  -0.26
C: -0.790 0.672 0.382  -0.20
C: -0.763 -0.314 -0.768  -0.31
C: -1.431 -1.654 -0.639  -0.13
C: 0.068 -1.568 -0.716  -0.14
H: 2.011 0.101 0.326  0.06
H: 1.487 0.453 1.980  0.07
H: 2.515 1.604 1.115  0.07
H: 0.189 2.442 1.123  0.10
H: 0.634 2.025 -0.525  0.11
H: -1.700 1.281 0.290  0.11
H: -0.885 0.122 1.330  0.12
H: -0.839 0.152 -1.751  0.14
H: -1.868 -1.908 0.325  0.10
H: -1.970 -2.057 -1.491  0.09
H: 0.553 -1.902 -1.630  0.10
H: 0.629 -1.776 0.192  0.10

***

Record 2
Density functional theory data (wB97M-V/def2-TZVPD) for a cluster of 2 separate species, C6H12 in total.

Energy = -6411.413 eV
LUMO energy = -0.01052 hartree
Relative energy (zero: lowest compared OMol25 entry of this formula, charge and spin) = 533.3 kJ/mol
HOMO = -9.0 eV
Gap between HOMO and LUMO = 8.74 eV

Last column: Löwdin charge in e.
Element x y z (Å)
C: 1.058 0.637 0.971  -0.11
C: -0.032 1.422 0.254  -0.25
C: -1.377 0.680 0.181  -0.23
C: -1.314 -0.524 -0.716  -0.22
C: -1.239 -1.781 -0.293  -0.01
C: 2.086 -1.175 -0.682  0.12
H: 1.236 -0.387 0.538  -0.03
H: 0.779 0.408 2.007  0.09
H: 2.006 1.180 0.999  0.08
H: -0.179 2.369 0.789  0.11
H: 0.302 1.685 -0.759  0.11
H: -2.144 1.374 -0.184  0.11
H: -1.681 0.375 1.192  0.11
H: -1.277 -0.318 -1.788  0.10
H: -1.250 -2.022 0.769  0.07
H: -1.138 -2.613 -0.985  0.06
H: 1.330 -0.946 -1.465  -0.06
H: 2.834 -0.365 -0.826  -0.05

***

Record 3
Density functional theory data (wB97M-V/def2-TZVPD) for the molecule C6H12BNO at a distorted geometry.

Energy = -10626.997 eV
LUMO energy (alpha / beta) = -0.02033 / 0.00961 hartree
Relative energy (zero: lowest compared OMol25 entry of this formula, charge and spin) = 336.8 kJ/mol
HOMO (alpha / beta) = -8.0 / -9.2 eV
Gap between HOMO and LUMO (alpha / beta) = 7.49 / 9.51 eV

Last column: Löwdin charge in e.
Element x y z (Å)
B: -2.125 0.857 -0.381  -0.77
C: 0.794 0.735 1.785  0.21
C: 1.669 0.034 1.198  -0.40
C: 1.340 -0.699 -0.105  -0.16
C: 0.362 0.013 -1.007  -0.21
C: -3.219 0.515 -1.504  0.00
C: 3.120 -0.150 1.525  -0.05
N: -0.856 0.404 -0.330  0.22
O: -2.421 1.782 0.562  0.10
H: -0.176 1.125 1.748  0.02
H: 2.283 -0.884 -0.720  0.13
H: 0.852 -1.571 0.365  0.13
H: 0.591 0.966 -1.467  0.12
H: 0.055 -0.755 -1.818  0.16
H: -2.782 0.835 -2.394  0.02
H: -4.124 1.189 -1.310  0.08
H: -3.459 -0.549 -1.726  0.06
H: 3.636 -0.658 0.713  0.07
H: 3.222 -0.772 2.361  0.06
H: 3.636 0.778 1.579  0.07
H: -3.350 2.032 0.829  0.13

***

Record 4
Density functional theory data (wB97M-V/def2-TZVPD) for a cluster of 2 separate species, C6H12BrCl2O3Si in total at a distorted geometry.

Energy = -115525.233 eV
Net charge = -1
LUMO energy = 0.09187 hartree
HOMO = -4.2 eV
Gap between HOMO and LUMO = 6.66 eV

Last column: Löwdin charge in e.
Element x y z (Å)
C: 1.229 -0.445 -0.745  -0.18
C: 0.530 -1.003 -2.092  -0.26
O: -0.897 -0.835 -1.938  -0.27
C: -1.607 -2.104 -1.887  -0.34
Si: -2.981 -1.867 -0.523  0.38
Br: -1.890 -1.893 1.506  0.22
C: -3.707 -0.093 -0.854  -0.74
O: -3.052 0.886 -0.368  -0.15
O: -4.845 0.028 -1.612  -0.25
H: 0.399 -0.442 0.050  0.01
H: 1.504 0.661 -0.916  0.07
H: 2.113 -1.076 -0.396  0.06
H: 0.864 -2.059 -2.368  0.11
H: 0.844 -0.330 -2.979  0.12
H: -2.186 -2.182 -2.884  0.10
H: -0.944 -3.009 -1.684  0.08
H: -3.990 -2.923 -0.641  -0.05
Cl: 1.804 0.395 1.907  0.63
C: 1.614 2.052 2.530  -0.63
C: 2.915 2.828 2.502  -0.67
Cl: 4.101 2.200 3.675  0.52
H: 1.205 1.989 3.540  0.07
H: 0.875 2.545 1.895  0.08
H: 2.730 3.871 2.768  0.07
H: 3.374 2.805 1.512  0.07

***

Record 5
Density functional theory data (wB97M-V/def2-TZVPD) for the molecule C6H12BrFO at a distorted geometry.

Energy = -81222.531 eV
LUMO energy = 0.03036 hartree
Relative energy (zero: lowest compared OMol25 entry of this formula, charge and spin) = 0.0 kJ/mol
HOMO = -10.0 eV
Gap between HOMO and LUMO = 10.81 eV
SMILES string = CC[C@](F)(Br)OC(C)C

Last column: Löwdin charge in e.
Element x y z (Å)
C: -0.575 -2.862 -0.340  -0.07
C: -1.734 -1.830 -0.500  -0.22
C: -1.569 -0.535 0.257  -0.85
F: -1.294 -0.668 1.578  0.03
Br: -3.068 0.605 -0.014  0.85
O: -0.381 0.203 -0.363  -0.18
C: 0.132 1.380 0.305  -0.43
C: 1.310 1.094 1.245  -0.02
C: 0.296 2.505 -0.762  -0.03
H: 0.138 -2.513 -1.027  0.05
H: -0.183 -2.723 0.573  0.02
H: -0.879 -3.962 -0.547  0.12
H: -2.516 -2.423 -0.126  0.09
H: -1.657 -1.707 -1.593  0.13
H: -0.801 1.587 0.807  0.07
H: 2.239 1.429 0.760  0.08
H: 1.239 1.520 2.186  0.05
H: 1.482 0.058 1.476  0.07
H: 1.375 2.748 -0.914  0.08
H: -0.288 3.319 -0.361  0.07
H: -0.146 2.115 -1.734  0.10

***

Record 6
Density functional theory data (wB97M-V/def2-TZVPD) for a structure of composition C6H12CaO4 at a distorted geometry.

Energy = -33036.948 eV
Net charge = +1
LUMO energy (alpha / beta) = -0.13824 / -0.15778 hartree
Relative energy (zero: lowest compared OMol25 entry of this formula, charge and spin) = 0.0 kJ/mol
HOMO (alpha / beta) = -12.2 / -12.5 eV
Gap between HOMO and LUMO (alpha / beta) = 8.43 / 8.20 eV
Multiplicity = 2

Last column: Löwdin charge in e.
Element x y z (Å)
O: 1.039 1.824 0.998  -0.48
C: 0.107 2.688 0.408  -0.31
C: -0.959 1.925 -0.369  -0.18
O: -1.377 0.813 0.442  -0.39
C: -2.477 0.087 -0.094  -0.06
Ca: 0.310 0.110 1.529  1.54
H: 0.598 3.387 -0.292  0.13
H: -0.396 3.284 1.192  0.12
H: -0.556 1.526 -1.314  0.14
H: -1.831 2.558 -0.586  0.14
H: -3.015 -0.386 0.734  0.10
H: -3.152 0.780 -0.613  0.11
H: -2.119 -0.669 -0.807  0.10
C: 0.141 -2.722 0.054  -0.03
O: 0.905 -1.556 0.372  -0.42
C: 2.150 -1.448 -0.305  -0.16
C: 2.908 -0.343 0.391  -0.11
O: 3.183 0.726 -0.039  0.16
H: -0.648 -2.840 0.808  0.11
H: -0.323 -2.564 -0.926  0.11
H: 0.811 -3.588 0.009  0.11
H: 1.983 -1.202 -1.368  0.15
H: 2.715 -2.389 -0.223  0.14